43
Properties=species:S:1:pos:R:3 method="wB97M-V/def2-TZVPD" e_homo_ev="-2.1 / -4.4" spin_multiplicity=3 total_charge=-1 energy_ev=-38314.4845 e_lumo_ev="1.9 / 1.2"
Pd 2.73 -0.41 -1.82
N -1.87 -0.53 7.45
C -1.34 -0.51 6.42
C -0.69 -0.48 5.14
C -1.46 -0.50 3.96
C -0.82 -0.47 2.72
C 0.58 -0.44 2.63
C 1.33 -0.43 3.81
C 0.70 -0.45 5.06
C 1.24 -0.44 1.30
C 1.75 0.73 0.84
C 1.69 2.04 1.47
C 2.30 2.96 0.73
C 2.74 2.15 -0.40
N 2.43 0.89 -0.34
C 1.32 -1.71 0.47
C 0.88 -2.96 0.89
C 1.13 -3.84 -0.15
C 1.68 -3.09 -1.15
N 1.79 -1.81 -0.78
H -2.54 -0.53 4.01
H -1.43 -0.49 1.81
H 2.42 -0.41 3.76
H 1.31 -0.43 5.96
H 1.21 2.24 2.42
H 2.44 4.01 0.87
H 3.29 2.62 -1.23
H 0.45 -3.21 1.85
H 0.92 -4.90 -0.17
H 2.01 -3.43 -2.13
Te 0.38 0.34 -2.94
C -1.46 0.92 -3.82
C -2.63 0.24 -3.49
C -3.85 0.62 -4.07
C -3.88 1.69 -4.98
C -2.71 2.37 -5.30
C -1.49 1.99 -4.72
H -2.61 -0.59 -2.79
H -4.76 0.10 -3.82
H -4.82 1.99 -5.43
H -2.73 3.20 -6.00
H -0.58 2.52 -4.98
H 2.98 -1.51 -3.08



45
Properties=species:S:1:pos:R:3 method="wB97M-V/def2-TZVPD" e_homo_ev=-14.7 spin_multiplicity=1 total_charge=+2 energy_ev=-96270.4187 e_lumo_ev=-8.2
Hg 1.31 -1.93 -1.68
O -1.08 -4.01 -1.08
C -0.22 -3.28 -1.30
C 2.71 -0.41 -1.91
O 3.48 0.45 -2.01
C 0.21 -1.14 -3.27
O -0.41 -0.67 -4.11
C 2.32 -2.61 0.00
O 2.87 -2.97 0.94
H 3.30 -4.89 -4.20
H 3.80 -4.40 -4.31
C -3.62 -1.45 2.59
C -3.58 -1.69 1.22
C -2.48 -1.26 0.45
C -1.43 -0.58 1.07
C -1.47 -0.33 2.45
C -2.56 -0.77 3.20
As 0.03 -0.01 -0.01
C -0.76 1.29 -1.27
C 0.05 1.95 -2.18
C -0.52 2.92 -3.03
C -1.88 3.21 -2.97
C -2.69 2.52 -2.06
C -2.14 1.56 -1.21
C 1.39 0.53 1.29
C 1.83 1.86 1.25
C 2.75 2.29 2.21
C 3.22 1.41 3.19
C 2.78 0.09 3.21
C 1.85 -0.36 2.26
H -4.47 -1.80 3.18
H -4.40 -2.23 0.72
H -2.46 -1.46 -0.63
H -0.64 0.20 2.95
H -2.58 -0.58 4.28
H 1.13 1.74 -2.24
H 0.13 3.45 -3.74
H -2.31 3.96 -3.63
H -3.75 2.74 -2.00
H -2.79 1.04 -0.49
H 1.45 2.53 0.48
H 3.09 3.32 2.19
H 3.93 1.76 3.94
H 3.13 -0.61 3.98
H 1.49 -1.40 2.29



56
Properties=species:S:1:pos:R:3 method="wB97M-V/def2-TZVPD" e_homo_ev="-8.4 / -8.7" spin_multiplicity=4 de_lowest_ev=0.000 total_charge=0 energy_ev=-93808.8005 e_lumo_ev="0.1 / -1.6"
Re 0.49 0.11 -0.23
O 2.54 1.87 2.23
Cl 1.24 2.05 1.72
O 0.51 3.05 2.40
O 1.26 2.28 0.26
O 0.48 0.74 1.80
O 2.35 -5.92 4.33
C 2.64 -5.95 3.01
O 2.95 -6.98 2.48
C 2.62 -4.64 2.29
C 1.88 -3.54 2.72
C 1.87 -2.36 2.00
C 2.61 -2.26 0.82
S 2.64 -0.79 -0.16
C 3.35 -3.36 0.39
C 3.35 -4.54 1.11
H 2.25 -5.01 4.64
H 1.26 -3.60 3.61
H 1.29 -1.52 2.35
H 3.92 -3.28 -0.53
H 3.91 -5.40 0.77
F -2.69 -5.12 0.31
C -1.98 -3.99 0.17
C -2.41 -2.85 0.81
C -1.67 -1.68 0.66
C -0.50 -1.67 -0.12
C -0.11 -2.85 -0.75
C -0.84 -4.02 -0.61
H -3.32 -2.87 1.41
H -2.02 -0.78 1.15
H 0.79 -2.87 -1.35
H -0.54 -4.94 -1.09
N -0.78 7.69 -0.99
C -1.20 6.38 -0.89
C -1.72 5.71 -2.01
C -2.16 4.41 -1.90
C -2.10 3.76 -0.67
C -1.60 4.41 0.45
C -1.16 5.71 0.34
S -2.60 2.09 -0.54
O -2.88 1.78 0.83
O -3.56 1.85 -1.58
N -1.28 1.19 -0.93
C -0.98 0.87 -2.20
S -1.75 1.05 -3.72
C -0.43 0.18 -4.46
C 0.47 -0.22 -3.54
N 0.16 0.19 -2.27
H -0.60 8.06 -1.91
H -0.21 8.06 -0.25
H -1.78 6.23 -2.96
H -2.58 3.91 -2.76
H -1.58 3.91 1.40
H -0.78 6.23 1.22
H -0.41 0.01 -5.52
H 1.37 -0.78 -3.72



54
Properties=species:S:1:pos:R:3 method="wB97M-V/def2-TZVPD" e_homo_ev="-8.5 / -8.5" spin_multiplicity=6 de_lowest_ev=0.905 total_charge=0 energy_ev=-84408.6927 e_lumo_ev="-1.1 / -3.0"
Pd 0.60 -1.08 1.68
S -4.04 -0.55 -0.55
Sb -1.76 -0.73 -0.08
S -1.23 0.89 1.67
S -1.65 -2.13 1.89
O 2.94 -0.76 1.49
C 3.41 0.38 1.38
C 2.90 1.44 0.58
C 3.59 2.65 0.53
C 3.09 3.72 -0.18
C 1.86 3.61 -0.85
C 1.16 2.44 -0.82
C 1.65 1.29 -0.14
O 1.02 0.20 -0.18
N 3.82 4.95 -0.23
O 4.90 4.99 0.33
O 3.33 5.88 -0.84
H 4.32 0.63 1.95
H 4.53 2.76 1.06
H 1.49 4.48 -1.38
H 0.21 2.35 -1.32
C 0.80 -6.43 -0.87
O 1.44 -5.29 -0.34
C 1.04 -4.82 0.86
C -0.07 -5.28 1.56
C -0.35 -4.82 2.84
C 0.49 -3.90 3.46
C 1.58 -3.40 2.77
C 1.86 -3.83 1.47
N 3.02 -3.37 0.85
C 3.28 -3.16 -0.43
C 2.41 -3.04 -1.52
C 2.98 -3.19 -2.82
C 2.22 -3.14 -3.95
C 0.84 -2.90 -3.84
C 0.26 -2.72 -2.62
C 1.00 -2.75 -1.40
O 0.42 -2.48 -0.31
H 1.37 -6.69 -1.77
H -0.24 -6.21 -1.16
H 0.83 -7.26 -0.17
H -0.73 -6.01 1.11
H -1.22 -5.19 3.35
H 0.29 -3.56 4.47
H 2.29 -2.73 3.27
H 3.76 -3.13 1.50
H 4.34 -3.07 -0.66
H 4.04 -3.39 -2.88
H 2.68 -3.28 -4.92
H 0.24 -2.86 -4.74
H -0.80 -2.52 -2.54
O 0.45 1.24 5.15
C 0.67 0.41 4.36
N 1.00 -0.48 3.64



54
Properties=species:S:1:pos:R:3 method="wB97M-V/def2-TZVPD" e_homo_ev="-8.5 / -8.5" spin_multiplicity=6 de_lowest_ev=0.373 total_charge=0 energy_ev=-84409.2240 e_lumo_ev="-1.0 / -2.8"
Pd -1.51 0.29 1.34
S 0.00 2.96 -2.91
Sb -0.45 1.29 -1.34
S 0.41 2.09 0.78
S -2.33 2.14 -0.09
O -1.31 -1.67 2.69
C -0.22 -1.95 3.18
C 1.06 -1.78 2.55
C 2.19 -2.18 3.26
C 3.43 -2.04 2.71
C 3.59 -1.47 1.44
C 2.50 -1.06 0.73
C 1.18 -1.21 1.25
O 0.17 -0.87 0.53
N 4.61 -2.48 3.46
O 4.43 -3.00 4.54
O 5.70 -2.31 2.95
H -0.20 -2.38 4.20
H 2.09 -2.62 4.25
H 4.59 -1.35 1.05
H 2.60 -0.61 -0.25
C -5.72 -2.03 -2.19
O -4.99 -2.07 -0.98
C -5.03 -0.99 -0.16
C -5.68 0.20 -0.47
C -5.73 1.23 0.45
C -5.14 1.09 1.70
C -4.48 -0.09 2.00
C -4.40 -1.12 1.08
N -3.78 -2.32 1.49
C -3.09 -3.23 0.83
C -2.54 -3.20 -0.44
C -2.25 -4.46 -1.04
C -1.80 -4.55 -2.32
C -1.60 -3.35 -3.06
C -1.81 -2.13 -2.50
C -2.24 -1.98 -1.14
O -2.30 -0.84 -0.59
H -5.63 -3.02 -2.63
H -5.29 -1.29 -2.88
H -6.77 -1.80 -2.01
H -6.14 0.32 -1.44
H -6.23 2.15 0.19
H -5.18 1.89 2.43
H -4.02 -0.22 2.98
H -3.85 -2.48 2.48
H -2.97 -4.16 1.39
H -2.44 -5.36 -0.47
H -1.61 -5.52 -2.77
H -1.25 -3.41 -4.08
H -1.63 -1.22 -3.05
O -0.21 2.73 4.40
C -0.85 1.96 3.79
N -1.54 1.16 3.21



51
Properties=species:S:1:pos:R:3 method="wB97M-V/def2-TZVPD" smiles="CCOC(=O)c1sc(N2C(=O)C(O)=C(C(=O)c3ccco3)[C@@H]2c2ccc([N+](=O)[O-])cc2)nc1C" e_homo_ev=-8.8 spin_multiplicity=1 total_charge=0 energy_ev=-54773.0963 e_lumo_ev=-1.0
C 2.39 6.88 1.39
C 1.83 6.54 0.03
O 1.32 5.21 0.07
C 0.82 4.72 -1.07
O 0.80 5.34 -2.11
C 0.34 3.36 -0.88
S 0.44 2.62 0.69
C -0.29 1.21 -0.03
N -0.53 0.10 0.72
C -0.20 -0.02 2.04
O 0.31 0.83 2.74
C -0.59 -1.39 2.44
O -0.34 -1.80 3.68
C -1.13 -2.04 1.38
C -1.58 -3.43 1.22
O -1.53 -3.98 0.13
C -2.08 -4.10 2.40
C -2.35 -5.44 2.59
C -2.85 -5.57 3.89
C -2.87 -4.30 4.41
O -2.41 -3.42 3.52
C -1.08 -1.13 0.17
C -0.20 -1.67 -0.93
C -0.71 -1.90 -2.20
C 0.10 -2.39 -3.20
C 1.44 -2.64 -2.92
N 2.30 -3.15 -3.97
O 1.81 -3.31 -5.07
O 3.46 -3.37 -3.69
C 1.97 -2.41 -1.66
C 1.14 -1.93 -0.67
N -0.58 1.30 -1.29
C -0.23 2.50 -1.80
C -0.48 2.78 -3.23
H 1.61 6.81 2.15
H 2.79 7.89 1.39
H 3.19 6.19 1.65
H 2.60 6.60 -0.75
H 1.02 7.22 -0.26
H 0.07 -1.05 4.16
H -2.20 -6.22 1.87
H -3.16 -6.46 4.39
H -3.18 -3.92 5.36
H -2.08 -0.94 -0.23
H -1.75 -1.70 -2.40
H -0.28 -2.57 -4.19
H 3.01 -2.62 -1.48
H 1.54 -1.75 0.32
H -0.14 3.78 -3.48
H -1.54 2.69 -3.44
H 0.04 2.04 -3.84



50
Properties=species:S:1:pos:R:3 method="wB97M-V/def2-TZVPD" e_homo_ev=-10.6 spin_multiplicity=1 de_lowest_ev=0.439 total_charge=+1 energy_ev=-43214.7489 e_lumo_ev=-3.7
Au -1.46 0.92 0.69
N 6.20 0.03 -6.19
C 5.37 0.12 -5.40
C 4.32 0.24 -4.42
C 3.93 -0.88 -3.70
C 2.92 -0.77 -2.75
C 2.31 0.46 -2.53
C 2.70 1.58 -3.26
C 3.71 1.47 -4.20
C 1.23 0.58 -1.50
C 1.60 0.46 -0.19
C 2.94 0.33 0.31
C 2.86 0.30 1.68
C 1.47 0.41 1.98
N 0.73 0.51 0.90
C -0.07 0.79 -2.01
C -0.44 0.75 -3.37
C -1.81 0.93 -3.45
C -2.26 1.09 -2.15
N -1.23 1.02 -1.28
H 4.40 -1.83 -3.88
H 2.61 -1.63 -2.18
H 2.22 2.53 -3.08
H 4.03 2.34 -4.76
H 3.83 0.29 -0.29
H 3.66 0.22 2.39
H 1.02 0.42 2.97
H 0.24 0.58 -4.18
H -2.42 0.95 -4.34
H -3.27 1.27 -1.80
F -3.96 2.25 1.06
C -2.71 2.58 0.72
F -2.74 3.26 -0.42
H -2.23 3.17 1.51
C -2.62 0.23 5.24
N -2.53 -0.85 4.25
C -2.80 -2.15 4.58
C -2.72 -3.14 3.67
C -2.34 -2.76 2.34
N -2.09 -1.49 2.03
C -2.17 -0.56 2.97
O -1.91 0.66 2.71
N -2.24 -3.67 1.37
H -2.93 -0.19 6.18
H -3.34 0.97 4.90
H -1.64 0.70 5.35
H -3.08 -2.32 5.61
H -2.93 -4.16 3.94
H -2.43 -4.64 1.53
H -1.99 -3.37 0.44



53
Properties=species:S:1:pos:R:3 method="wB97M-V/def2-TZVPD" e_homo_ev="-12.8 / -14.0" spin_multiplicity=6 de_lowest_ev=0.097 total_charge=+2 energy_ev=-103251.9257 e_lumo_ev="-6.2 / -8.6"
Ir 0.04 -0.88 0.07
S 2.41 -0.38 -0.04
C 2.20 0.98 -1.08
N 3.16 1.56 -1.79
N 4.34 1.01 -1.73
C 5.44 1.52 -2.38
C 5.34 2.64 -3.22
C 6.47 3.10 -3.84
C 7.70 2.45 -3.64
C 7.79 1.34 -2.80
C 6.66 0.87 -2.17
N 1.00 1.69 -1.24
N -0.01 1.14 -0.74
C -1.18 1.95 -0.71
C -2.41 1.30 -0.64
C -3.57 2.05 -0.59
C -3.50 3.44 -0.59
C -2.27 4.08 -0.65
C -1.10 3.34 -0.72
H 4.46 0.17 -1.16
H 4.38 3.12 -3.36
H 6.42 3.95 -4.50
H 8.59 2.82 -4.13
H 8.74 0.85 -2.64
H 6.72 0.01 -1.51
H -2.45 0.22 -0.68
H -4.54 1.56 -0.56
H -4.41 4.03 -0.54
H -2.22 5.16 -0.65
H -0.13 3.82 -0.77
Cl -1.86 -2.06 1.51
C -1.88 -0.85 2.83
Cl -0.54 0.29 2.60
H -1.75 -1.37 3.77
H -2.81 -0.31 2.78
S 0.52 -7.72 -0.78
C -0.01 -6.10 -0.78
S 0.95 -4.89 -1.52
C -0.34 -3.75 -1.27
N -1.35 -4.26 -0.63
N -1.15 -5.58 -0.36
C -2.22 -6.28 0.33
C -1.99 -7.51 0.92
C -3.04 -8.19 1.51
C -4.30 -7.62 1.54
C -4.51 -6.37 0.99
C -3.47 -5.68 0.38
S -0.23 -2.13 -1.88
H -1.00 -7.94 1.00
H -2.86 -9.15 1.97
H -5.12 -8.15 2.01
H -5.49 -5.92 1.02
H -3.64 -4.72 -0.08



58
Properties=species:S:1:pos:R:3 method="wB97M-V/def2-TZVPD" e_homo_ev="-17.0 / -17.0" spin_multiplicity=2 de_lowest_ev=2.533 total_charge=+3 energy_ev=-160190.6859 e_lumo_ev="-10.3 / -13.0"
Zr -1.01 -1.21 -0.69
C -0.48 -3.95 1.37
C 0.33 -3.83 2.49
C 0.10 -2.82 3.42
C -0.94 -1.91 3.23
C -1.75 -2.02 2.11
C -1.53 -3.04 1.16
H -0.37 -4.81 0.72
H 1.11 -4.57 2.67
H 0.71 -2.76 4.31
H -1.16 -1.17 3.99
H -2.65 -1.43 2.06
H -2.33 -3.32 0.48
S 0.64 4.46 4.22
N 1.39 3.06 3.99
C 0.74 2.47 3.01
C 1.08 1.19 2.43
C 2.20 0.46 2.84
C 2.47 -0.74 2.24
C 1.61 -1.20 1.24
N 0.55 -0.51 0.82
C 0.29 0.70 1.41
C -0.82 1.48 0.88
N -1.50 0.97 -0.18
C -2.46 1.72 -0.75
C -2.82 2.97 -0.29
C -2.16 3.49 0.80
C -1.12 2.74 1.39
C -0.34 3.23 2.50
N -0.50 4.39 3.10
H 2.84 0.86 3.63
H 3.33 -1.34 2.51
H 1.81 -2.14 0.78
H -2.99 1.31 -1.60
H -3.62 3.51 -0.78
H -2.40 4.46 1.22
C 3.65 1.84 -3.87
C 2.24 1.49 -4.14
N 1.59 1.67 -5.29
N 0.37 1.24 -5.08
C 0.18 0.76 -3.84
S -1.24 0.12 -3.21
N 1.38 0.94 -3.24
N 1.59 0.55 -1.93
H 4.04 2.38 -4.74
H 4.26 0.94 -3.73
H 3.74 2.47 -2.99
H -0.30 1.25 -5.85
H 1.90 1.36 -1.40
H 2.33 -0.15 -1.91
Cl -2.63 -2.46 -2.09
Ge -3.98 -1.18 -0.50
Cl -5.28 -0.22 -1.90
Cl -5.07 -2.77 0.42
F 0.58 -2.16 -2.98
C 0.57 -2.45 -1.64
F -0.04 -3.65 -1.54
F 1.85 -2.65 -1.31